[1]
Molecular formula: C39H63BIN10O7P2
Method: DFT, wB97M-V/def2-TZVPD

Calculated values
molar mass: 983.7 g mol⁻¹
total energy: -3603.04791 Ha

Structure (ORCA input):
```
! wB97M-V def2-TZVPD RIJCOSX def2/J DEFGRID3
* xyz 1 1
I 2.51552 0.95272 -0.48976
P 3.20302 -2.25120 -2.36073
P -1.13213 1.36596 0.19068
O -1.81674 2.72431 -0.31979
O 3.84203 -2.02251 -1.04843
O 0.60403 3.03461 -3.31776
O 1.02864 -1.72498 -1.25247
O 0.02463 1.88070 1.16971
O -2.76121 -4.58417 -0.37134
O 1.33283 -2.29962 2.67033
N 7.70645 -0.84919 -0.46637
N 1.11442 3.36109 -1.02472
N 2.30571 2.98535 5.12889
N -4.67125 -3.25548 -0.65165
N 3.20453 -0.74307 -5.64161
N -1.48174 0.13678 9.67287
N -2.21569 0.57523 0.93685
N -7.54096 1.89747 -0.01274
N 0.63644 -0.06199 -4.24109
N 0.82856 0.87620 -1.92543
C -1.17959 -2.25710 -0.67206
C 2.38643 2.62062 3.85345
C -6.34853 1.38195 2.45117
C 2.37885 2.01871 6.04108
C 2.83409 0.59762 -3.53123
C 9.21688 -1.95194 1.03193
C -3.29855 -3.47501 -0.32752
C 0.16742 1.00421 -5.09221
C -0.45414 0.27614 -1.25062
C -0.50555 2.66995 9.05002
C -7.68992 1.71835 2.37216
C -1.72802 0.20707 -2.15875
C 8.93661 -1.08967 -0.01720
C -3.20117 -1.62482 -3.22366
C 6.87417 -2.36128 1.19767
C -2.27568 1.52368 -2.76707
C 1.41339 -2.12105 1.23981
C -6.25458 1.57433 0.08355
C -1.05359 0.43272 8.44911
C 2.53684 1.30723 3.43878
C 3.24742 0.32611 -4.96938
C 6.70106 -1.48241 0.13920
C -0.94888 2.37927 10.32920
C 0.30142 -1.11312 0.89556
C 2.61230 0.31035 4.39807
C -3.07246 -3.06447 -3.73988
C -2.51168 -2.23124 0.07572
C -8.23547 1.96413 1.12012
C 8.16101 -2.59998 1.65158
C -1.45434 1.27866 -7.03266
C -1.42440 1.10155 10.58720
C 2.53185 0.67446 5.73129
C 1.50497 -1.44062 -2.53337
C 1.44333 0.02169 -3.07788
C -1.84812 -0.87608 -3.25726
C -0.36982 0.39921 -6.39493
C -0.55754 1.67573 8.08656
C -0.13195 -1.12888 -0.59322
C -5.60937 1.30669 1.28098
B 0.83089 2.38568 -2.13028
H -2.72333 1.34755 -3.73785
H -0.12593 3.65446 8.80738
H 4.04057 -1.85205 -3.41355
H -3.69272 -1.55843 -2.25917
H -3.20691 -3.07222 -4.81734
H -1.42055 3.20836 -1.05287
H -2.35991 -2.35056 1.14647
H -1.78094 -0.44227 -4.24457
H 10.23680 -2.10969 1.35344
H -5.88611 1.18205 3.40949
H 3.69698 1.16977 -5.48578
H 8.33899 -3.28011 2.47447
H -4.93871 -3.97342 -1.31256
H -0.22244 1.85810 7.07491
H -0.50982 -1.36338 1.56067
H 2.58795 1.07746 2.38224
H -0.82145 -0.57088 -6.19340
H -1.95236 0.45104 1.90332
H 0.43127 0.28329 -7.11622
H -1.77849 0.83236 11.57590
H 2.87555 1.68447 -3.46951
H 2.58311 -0.06559 6.51773
H -1.02432 1.97658 -7.74351
H 0.38367 4.06740 -1.05067
H -1.99323 1.86062 -6.28898
H 1.95426 3.87269 -1.27784
H -0.65080 -3.08779 -0.20813
H -3.85439 -1.10523 -3.92231
H -5.71286 1.52866 -0.85685
H -0.07945 2.80366 1.41388
H -0.92783 3.12422 11.11229
H 2.39434 -1.71035 1.04217
H 3.69896 0.28353 -2.95102
H -9.28170 2.22795 1.01445
H 1.22437 -3.22974 2.84978
H -3.08932 1.91793 -2.16858
H 1.36961 3.50811 -3.64590
H 1.25897 -3.08630 0.77482
H 1.00069 -2.10969 -3.23705
H -4.55884 1.04716 1.28997
H 0.63181 -0.93564 -4.72773
H -3.84621 -3.68975 -3.31218
H 0.70270 -0.17223 1.25340
H 2.72298 -0.72701 4.11170
H -3.15098 -1.37130 -0.05055
H -1.06833 -1.62406 -3.22500
H 6.02006 -2.84587 1.65092
H 9.73480 -0.56132 -0.52656
H 5.71413 -1.27279 -0.25144
H 2.30777 2.34398 7.07279
H -1.32407 -2.66991 -1.66383
H -0.60249 1.64404 -4.68653
H -8.30332 1.78968 3.25958
H -2.50306 -0.08101 -1.45473
H -1.11344 -0.37207 7.72377
H -1.56912 2.34081 -2.90087
H 0.97726 1.67721 -5.39666
H -2.18703 0.68632 -7.56826
H -2.08676 -3.47746 -3.54787
H 2.32739 3.42838 3.12919
H 2.76261 -1.49641 -5.11158
H 2.95515 -3.61630 -2.59100
H -5.23822 -3.33365 0.18324
*
```

***

[2]
Molecular formula: C39H63ClFI2NO14S
Method: DFT, wB97M-V/def2-TZVPD

Calculated values
molar mass: 1110.3 g mol⁻¹
SMILES: CCO[C@]1(CCCCN(C)C(C)=O)[C@H](CC(=O)I)[C@H](CCF)OS(=O)(=O)[C@]1(CCCI)[C@@H](Cl)CC.O=C1CCCO1.O=C1CCCO1.O=C1CCCO1.O=C1CCCO1
total energy: -4185.56707 Ha

Structure (ORCA input):
```
! wB97M-V def2-TZVPD RIJCOSX def2/J DEFGRID3
* xyz 0 1
I -2.10706 -6.35294 1.58720
I -1.17678 3.69777 -2.57922
Cl 1.81393 -2.76877 -3.32495
S -2.31103 -1.65878 -2.52482
F -1.77861 -0.07790 2.70829
O -2.92402 -5.62082 -1.17464
O -6.76521 0.92035 -2.59597
O -8.16016 2.22084 -3.76716
O 3.58832 -4.25733 1.77301
O 1.07624 5.47582 0.01068
O -2.54215 -0.85777 -3.69491
O 5.34859 -1.12689 3.64180
O -2.89876 -0.94866 -1.23666
O -1.24421 9.58644 -0.36570
O -2.94672 -2.94229 -2.61711
O -0.36533 -4.04685 -1.50482
O -0.61303 10.05430 1.73041
O 1.26229 3.44696 0.93570
O 4.87992 -5.87587 2.61150
N 3.09423 -0.92369 3.07570
C -0.44453 6.49452 1.48881
C 0.93848 -2.52126 -0.17246
C -7.33795 1.35494 -3.74451
C 4.46808 -1.15079 2.79855
C 1.04225 -1.49393 0.98261
C 0.01818 11.15068 2.41643
C -0.67017 -3.32207 -4.37161
C -2.75841 -3.60491 0.19563
C 2.88123 -0.20342 4.32327
C 0.83310 11.87236 1.35085
C -0.38619 -2.77154 -0.89467
C -1.58959 -2.59272 0.10146
C 0.29016 -5.08645 -0.80271
C 0.17463 -3.97847 -5.46632
C -6.09368 -0.60593 -4.25937
C 0.58361 6.77114 0.40192
C 4.77111 -1.42121 1.33903
C -6.74904 0.60335 -4.92498
C -1.47550 1.61446 -2.19855
C 5.26212 -3.71784 3.46117
C -2.65086 -5.07509 -0.13237
C 5.87757 -5.99735 3.64272
C 1.74234 -5.30930 -1.15591
C 0.86983 4.57574 0.99712
C -0.00906 11.63577 0.09784
C 2.39262 -2.22413 3.04300
C 4.47131 -4.59467 2.50777
C -2.76553 -1.02731 2.48788
C -0.68945 10.31425 0.40078
C -0.54343 -1.80417 -2.17804
C 6.46327 -4.59967 3.79792
C 0.09794 -0.40534 -1.93676
C -2.21835 -1.19924 0.01140
C 0.12155 5.23380 2.14191
C 0.09135 -2.30458 -3.50650
C -0.32746 0.79878 -2.80160
C 1.03308 -2.16980 2.37448
C -3.27230 -0.89631 1.07829
C -5.74277 -0.05159 -2.88795
H -3.51692 0.15552 0.93666
H 1.28988 -3.43521 0.29340
H 0.77721 -4.79496 -5.08973
H 2.96953 0.86466 4.15416
H 1.71635 -2.27418 -0.88024
H -0.64969 4.57107 2.52349
H -2.44658 1.29645 -2.54665
H -0.51705 -4.40967 -6.18652
H 1.80415 11.38859 1.23758
H 0.02289 -0.06432 -0.91435
H 4.60149 -0.49721 0.79696
H 3.01437 -2.99386 2.59663
H 1.00574 12.92115 1.58217
H -1.40920 6.27127 1.03237
H 0.15034 7.26619 -0.46278
H -1.46106 1.52187 -1.11943
H 5.38771 -6.34666 4.55379
H 2.24150 -2.54481 4.07624
H 4.64316 -3.51194 4.33599
H 0.23287 -4.91215 0.27030
H -1.14972 -2.57270 1.09203
H 4.08801 -2.18099 0.97441
H -4.77442 0.45161 -2.88424
H 0.62941 10.75468 3.22353
H -5.74677 -0.81613 -2.11437
H 0.27901 -0.72915 1.01278
H -1.11573 -4.11376 -3.78552
H -0.52928 0.55499 -3.83763
H -4.19476 -1.44142 0.91228
H 0.32634 -1.63932 3.00985
H 1.98451 -0.96698 0.89131
H 6.88699 -4.42005 4.78340
H 0.65308 -3.18819 2.29953
H -7.52902 0.32890 -5.62886
H 3.57206 -0.49401 5.11184
H -2.35508 -2.00843 2.71410
H 5.54240 -2.78297 2.98342
H 6.61266 -6.73583 3.33384
H 0.53207 1.46031 -2.80577
H 1.15389 -0.55805 -2.12790
H -1.47805 -2.82160 -4.89044
H -1.47713 -0.42467 0.15107
H 0.83668 5.46408 2.93333
H 0.58759 11.55854 -0.80590
H 0.16090 -1.42414 -4.13450
H -0.25703 -6.01124 -0.95599
H -0.77889 12.39754 -0.03102
H 2.30400 -4.38451 -1.14242
H -3.56809 -0.84743 3.19823
H -0.58184 7.33205 2.16844
H -3.11527 -3.59684 1.22308
H 1.85917 -5.72408 -2.15419
H 5.79122 -1.76906 1.26091
H 7.25081 -4.44458 3.05963
H 1.87014 -0.37697 4.67583
H -6.82375 -1.41038 -4.15767
H 0.77581 -3.25714 -6.00906
H -6.01860 1.24919 -5.41421
H 1.42699 7.36405 0.76612
H -5.22995 -1.00003 -4.78984
H 2.18465 -6.01736 -0.46252
H -0.76220 11.78389 2.84309
H -3.60949 -3.24823 -0.37487
*
```

***

[3]
Molecular formula: C39H64ClFNO13S
Method: DFT, wB97M-V/def2-TZVPD

Calculated values
molar mass: 841.5 g mol⁻¹
total energy: -3515.25235 Ha

Structure (ORCA input):
```
! wB97M-V def2-TZVPD RIJCOSX def2/J DEFGRID3
* xyz 1 1
Cl -6.33663 2.68818 -0.02568
S -4.71679 1.46729 -0.04320
F 3.92428 -2.37780 4.53931
O -0.95679 -4.68908 -3.61992
O -1.64243 -3.86127 -1.65971
O 1.47765 3.76916 -1.48335
O -0.55104 -4.61157 2.73022
O -5.08506 0.14258 -0.42867
O -0.87637 -4.30953 4.91466
O -2.02627 -3.93155 -7.59684
O -3.70353 2.13813 -0.80236
O 3.49623 8.06383 0.99881
O -2.60151 -6.07015 -7.88423
O 1.42699 -1.22143 -1.63147
O -0.12895 5.31374 -1.79385
O 1.65135 7.52089 -0.13640
N 0.06461 1.78520 3.33957
C 2.55214 -2.32886 2.58524
C 3.05095 4.43747 0.30654
C 2.35237 8.28904 0.73326
C 1.47577 9.42072 1.23805
C 4.13946 2.28701 2.21250
C -2.71722 1.10756 1.77725
C 3.24713 -3.17503 3.62799
C 4.90914 2.76336 0.94937
C 0.03102 -6.88983 2.67074
C -2.88059 -4.75486 -7.76197
C 1.33809 -2.15845 -0.54987
C -0.68925 -5.05954 4.00037
C 0.33498 8.06719 -0.34307
C -1.39498 -2.38845 -3.58923
C -2.42744 -0.28806 2.35777
C 0.60434 -0.29475 1.03546
C -0.60130 -4.16782 -4.92327
C -0.44278 -5.72282 1.81279
C -1.37477 -3.69167 -2.81988
C 1.29681 2.03357 3.09875
C -0.60637 -6.57141 4.02472
C -1.51397 -0.29467 3.58870
C 2.11824 0.79510 2.89701
C -0.50815 3.75375 -0.10688
C -4.21455 1.44906 1.66668
C -3.80195 -6.81006 -8.17751
C 2.64135 4.56370 -1.16306
C 4.56008 4.18492 0.50112
C 0.28198 -1.67418 0.42360
C 3.14031 1.19439 1.80938
C -0.12327 0.32335 3.45863
C -4.94150 -5.92978 -7.68071
C 1.35651 -1.57838 3.21328
C -1.35470 -2.84966 -5.04753
C -4.37375 -4.52797 -7.90027
C 0.97247 -0.25819 2.52525
C 0.07037 8.92979 0.88418
C -1.10800 4.45331 0.91696
C 0.29845 4.37696 -1.18419
H -3.84558 -6.97999 -9.25475
H 2.42365 5.60452 -1.40261
H 3.68757 0.33996 1.41278
H 4.96199 4.90037 1.21772
H 3.94705 -3.85878 3.14596
H -0.27965 0.33014 0.90071
H 1.05435 -3.12657 -0.96857
H -5.88200 -6.11666 -8.19382
H -4.37266 2.46928 2.01852
H -0.24659 -7.85849 2.26271
H -0.56030 2.66582 -0.17932
H -2.28578 1.15417 0.77783
H 5.97683 2.64012 1.12075
H 2.42054 3.70566 0.81120
H -1.42297 -5.89753 1.36825
H -3.37926 -0.71625 2.67457
H -0.61490 2.52628 3.45555
H -0.00463 -6.90719 4.86407
H -1.38647 -1.29895 3.99056
H -1.61746 -6.97194 4.10872
H -0.64994 9.72348 0.70001
H -0.31266 8.31013 1.69748
H 1.36218 0.15586 0.39949
H 0.29530 0.13255 4.45357
H 0.33799 8.65055 -1.26517
H 0.52427 -2.28200 3.16768
H 1.61480 9.56246 2.30578
H 2.35032 -1.00674 -1.77844
H -4.57475 -4.15328 -8.90480
H 4.84171 1.86385 2.92957
H -5.10099 -6.09803 -6.61487
H 1.11795 -6.86379 2.76435
H -0.87868 -4.88919 -5.68262
H 0.25774 -5.46497 1.02217
H -2.19392 4.51358 0.97343
H 4.64452 2.08624 0.13102
H 3.24559 -1.66355 2.07350
H -0.51626 4.94569 1.68506
H 1.74385 10.33340 0.70456
H -3.75586 -7.77118 -7.67257
H 2.49532 -3.77787 4.14451
H -0.88090 -2.14793 -5.72762
H -2.03013 0.26852 4.37483
H 2.83575 5.40269 0.77144
H 2.14173 -3.04639 1.87414
H -2.26188 1.91832 2.34031
H -2.03947 -0.97247 1.60558
H 0.48173 -4.02945 -4.94905
H 5.05550 4.35269 -0.45553
H 1.63143 3.06150 3.04698
H 2.32514 -2.27646 -0.10042
H -4.86041 0.81311 2.26609
H 2.63448 0.53774 3.82661
H -0.37125 7.25102 -0.44711
H -2.36601 -3.02434 -5.40393
H 3.43284 4.25004 -1.83961
H -2.29117 -1.81804 -3.35890
H 2.57023 1.58598 0.96294
H 0.01575 -2.43284 1.15795
H 3.64884 3.16826 2.62497
H 1.62384 -1.42791 4.25880
H -0.60320 -1.54785 -0.20559
H -4.72267 -3.81160 -7.16167
H -0.50550 -1.81824 -3.31080
*
```

***

[4]
Molecular formula: C39H65BBaGe2N12O
Method: DFT, wB97M-V/def2-TZVPD

Calculated values
molar mass: 1011.4 g mol⁻¹
energy relative to the best compared isomer or geometry (same formula, charge and spin): 156.52 kJ/mol
total energy: -6461.73792 Ha

Structure (ORCA input):
```
! wB97M-V def2-TZVPD RIJCOSX def2/J DEFGRID3
* xyz 0 1
Ba -0.20446 1.90617 0.67977
Ge -1.96029 0.87347 -2.39988
Ge -1.63504 -1.42718 -1.33663
O -3.01527 5.63039 1.43542
N -0.18826 -0.37698 2.89984
N 2.50793 2.95403 -1.67654
N 1.90489 0.97151 2.76641
N -1.49730 3.80645 1.15435
N 2.09802 5.19326 -1.31554
N 1.88611 2.17463 2.16418
N 2.03508 -1.49006 2.21277
N 1.32936 1.03974 -1.06981
N 3.41833 0.90218 -2.16721
N 0.31602 3.65721 -1.31423
N 2.63737 -1.91665 1.08468
N -1.05831 0.61251 2.62503
C -3.99598 -3.89938 -2.41750
C 3.01438 2.34641 4.08615
C 2.35486 1.57070 -1.62541
C 0.20112 0.27597 -4.36229
C -0.01480 -2.47364 -1.85974
C 3.28482 -3.21021 2.80296
C 4.19622 -3.69624 0.38962
C -2.86165 -3.07596 0.90181
C -3.02793 -1.62445 -2.77139
C -0.63171 1.42037 -3.79060
C -4.66333 -5.02354 -2.87738
C -1.92731 -1.91050 0.58757
C 5.08638 -4.75887 1.02799
C -3.69786 -2.83757 -3.27125
C -3.35232 1.29130 3.14370
C -2.25978 4.71748 1.30236
C -2.03280 -0.82522 4.02790
C 2.71312 4.46034 2.55642
C -3.18496 -0.39435 -3.28417
C 4.17270 1.43844 -3.29041
C -4.40031 0.67754 2.20631
C 2.40761 -2.25446 3.26001
C 3.97374 5.07786 3.15901
C -4.06058 -2.95684 -4.61617
C -4.72285 -4.08159 -5.07938
C -5.03300 -5.11880 -4.21024
C -3.97087 1.65378 4.49378
C 3.25551 -4.33227 -0.64123
C -0.29298 -3.97564 -1.76761
C 1.56035 3.92471 -1.39320
C -2.18222 0.36458 3.29731
C -0.75060 -1.25911 3.73979
C 1.47170 5.26164 2.97545
C 2.56368 1.04930 3.93263
C 2.55678 3.01994 2.94458
C 3.39519 -2.95347 1.42345
C 3.60869 -0.50852 -1.89076
C -4.15894 2.49262 -1.12917
C -2.95218 2.57555 -2.06245
B 1.15720 -0.24418 2.15484
H -0.43522 -0.52187 -4.75245
H -0.23693 4.48813 -1.12320
H -4.75494 1.59788 -1.32411
H -3.87594 -0.20110 -4.10540
H 3.06080 5.30542 -1.04553
H 0.91774 -0.02253 1.01586
H -2.90402 -3.23271 1.98250
H 0.80864 -2.20275 -1.19077
H 3.58097 2.73728 4.91436
H -4.43401 0.78232 4.96199
H 2.78676 4.48734 1.46376
H -2.52509 -4.00992 0.44909
H 0.57486 4.87692 2.48666
H 5.74936 -4.31723 1.77350
H 5.16099 1.80080 -2.98772
H 1.33305 5.18687 4.05558
H 2.03624 -2.07283 4.25615
H -3.70801 -3.83140 -1.37709
H -3.98095 0.51359 1.21148
H -4.89599 -5.82910 -2.19187
H -4.75202 -0.27892 2.59989
H 1.47895 5.90202 -0.96213
H 4.31699 0.64921 -4.02892
H 4.67767 -0.72336 -1.92846
H -3.27015 2.85071 -3.07198
H -2.75435 -1.31344 4.66148
H 2.56149 -5.01172 -0.14126
H 3.24962 -0.76571 -0.89485
H 3.76662 -3.97987 3.38152
H -0.22887 -2.13987 4.07632
H 3.81866 -4.90163 -1.38397
H -2.25293 3.33347 -1.71132
H -4.80756 3.36009 -1.26542
H 0.58779 -4.55494 -2.05331
H -3.83681 2.48259 -0.08694
H 1.35568 0.02516 -1.13800
H -0.55627 -4.26578 -0.74809
H -5.55119 -5.99765 -4.57171
H 3.62342 2.24180 -3.77898
H -5.25488 1.34900 2.10655
H 0.84269 -0.15330 -3.58850
H -3.80777 -2.16286 -5.30784
H -2.28456 -1.02561 1.10915
H -1.21409 1.89779 -4.58415
H -2.96390 2.20446 2.68496
H 4.83230 -2.97118 -0.12857
H 5.69697 -5.24962 0.26985
H 3.43660 3.28177 -1.87235
H 2.70073 0.19681 4.57666
H 0.00768 2.18291 -3.34597
H -4.73482 2.41916 4.35306
H -0.92072 -2.12533 0.95503
H 3.85963 5.19374 4.23844
H 0.84175 0.62001 -5.17925
H 0.26813 -2.20829 -2.88006
H 4.85711 4.46595 2.97007
H 4.14576 6.06938 2.73720
H 3.10173 -1.14175 -2.62983
H 2.66819 -3.56757 -1.14924
H -3.87701 -2.86829 0.56000
H -3.21171 2.04640 5.17107
H 4.47604 -5.52043 1.51752
H 1.59090 6.31746 2.72147
H -1.11715 -4.26257 -2.42327
H -4.99794 -4.14968 -6.12449
*
```

***

no.,HOMO energy (eV)
1,-11.004
2,-9.097
3,-11.105
4,-8.316